No. 1
# C33H38AsN6O2PTm

A structure of composition C33H38AsN6O2PTm at a distorted geometry (wB97M-V/def2-TZVPD, OMol25).

Properties
Orbital gap (spin up / spin down) (eV): 8.2 / 8.2
Total charge: +3
Multiplicity: 3
<S²>: 2.0019

XYZ file:
```
82
Properties=species:S:1:pos:R:3:forces:R:3:lowdin_spin:R:1
Tm 0.320 0.402 -0.794 -0.502 -0.255 -1.360 2.009
N 0.947 3.494 -4.243 0.002 -0.041 -0.061 0.000
C 1.220 2.251 -3.856 0.052 0.022 -0.088 0.000
N 0.896 2.117 -2.580 -0.190 -0.202 0.600 -0.001
C 0.421 3.362 -2.243 0.129 -0.077 -0.130 0.000
N 0.442 4.216 -3.233 -0.048 0.001 -0.007 0.000
C 0.074 3.727 -0.870 0.007 0.094 0.055 0.000
C -0.382 5.001 -0.556 0.005 -0.013 0.026 0.000
N -0.533 5.390 0.703 0.001 0.000 0.038 0.000
C -0.197 4.525 1.651 -0.045 0.112 -0.088 0.000
C 0.217 3.236 1.348 0.056 -0.078 0.001 0.000
N 0.326 2.814 0.085 -0.036 -0.267 -0.173 -0.002
H 1.105 3.928 -5.143 0.022 0.016 -0.022 0.000
H 1.663 1.506 -4.497 -0.023 0.035 -0.002 0.000
H -0.616 5.711 -1.340 0.024 0.000 0.017 0.000
H -0.266 4.859 2.679 0.000 -0.030 -0.003 0.000
H 0.471 2.543 2.134 0.014 0.012 0.017 0.000
C 2.778 -0.610 -2.504 0.036 -0.434 -0.015 -0.001
C 2.733 -2.023 -1.931 0.000 0.055 0.112 0.000
C 3.523 -2.113 -0.626 0.015 -0.093 -0.128 0.000
C 1.290 -2.525 -1.781 0.211 -0.059 0.099 0.000
C 1.216 -4.040 -1.571 -0.073 0.043 -0.011 0.000
O 0.599 -4.172 -0.278 0.021 -0.047 0.024 0.000
C 0.294 -2.975 0.192 0.033 0.069 -0.068 0.000
N 0.613 -1.970 -0.573 0.104 0.522 -0.101 -0.002
C -0.398 -3.007 1.492 -0.018 -0.112 0.092 0.000
C -0.792 -4.269 1.950 0.050 0.045 -0.102 0.000
C -1.478 -4.419 3.142 -0.020 -0.001 0.045 0.000
C -1.791 -3.303 3.897 -0.010 -0.059 -0.003 0.000
C -1.403 -2.044 3.458 -0.052 0.064 0.014 0.000
C -0.697 -1.878 2.274 0.006 0.067 -0.171 0.000
P -0.136 -0.199 1.856 -0.250 -0.005 0.655 -0.001
C 1.394 0.045 2.796 0.050 0.061 -0.237 0.000
C 2.456 0.678 2.141 -0.104 -0.079 0.148 0.000
C 3.653 0.922 2.794 0.040 0.012 -0.042 0.000
C 3.797 0.530 4.118 0.007 0.015 -0.003 0.000
C 2.755 -0.114 4.774 -0.006 -0.029 0.038 0.000
C 1.559 -0.364 4.118 0.008 -0.056 -0.008 0.000
C -1.424 0.901 2.510 -0.083 -0.060 -0.150 0.000
C -1.444 1.426 3.798 0.069 0.057 0.021 0.000
C -2.468 2.284 4.178 -0.003 0.027 0.043 0.000
C -3.474 2.617 3.280 -0.022 0.018 -0.015 0.000
C -3.461 2.100 1.990 0.020 -0.009 0.004 0.000
C -2.433 1.252 1.608 0.024 -0.063 0.116 0.000
H 3.795 -0.362 -2.806 -0.019 0.187 0.060 0.000
H 2.515 0.154 -1.754 0.127 0.154 0.077 0.000
H 2.134 -0.514 -3.382 -0.051 0.081 0.044 0.000
H 3.207 -2.681 -2.665 -0.021 0.014 -0.069 0.000
H 3.098 -1.463 0.143 0.022 0.019 0.036 0.000
H 4.559 -1.816 -0.787 -0.019 -0.005 0.012 0.000
H 3.538 -3.131 -0.230 -0.009 0.036 0.020 0.000
H 0.715 -2.228 -2.663 -0.016 -0.002 -0.047 0.000
H 2.192 -4.519 -1.534 0.013 -0.006 0.041 0.000
H 0.594 -4.557 -2.298 -0.038 -0.021 0.020 0.000
H -0.562 -5.142 1.359 -0.014 -0.016 0.017 0.000
H -1.771 -5.407 3.472 0.004 0.022 -0.004 0.000
H -2.338 -3.407 4.826 0.006 0.017 -0.011 0.000
H -1.673 -1.178 4.048 0.005 -0.021 0.007 0.000
H 2.347 1.002 1.107 0.052 0.081 -0.071 0.000
H 4.471 1.410 2.280 -0.032 -0.001 0.010 0.000
H 4.726 0.724 4.637 -0.018 -0.024 -0.002 0.000
H 2.879 -0.432 5.802 -0.005 0.015 -0.022 0.000
H 0.768 -0.895 4.632 0.008 0.015 0.013 0.000
H -0.655 1.191 4.504 -0.017 -0.013 -0.008 0.000
H -2.484 2.694 5.180 0.010 -0.025 -0.020 0.000
H -4.274 3.280 3.585 0.026 -0.007 0.004 0.000
H -4.248 2.357 1.294 0.020 -0.006 0.010 0.000
H -2.431 0.837 0.602 -0.049 -0.023 -0.052 0.000
C -3.073 1.137 -4.206 0.059 -0.072 0.070 0.000
As -2.184 -0.422 -3.544 -0.261 -0.058 -0.288 0.000
C -3.475 -1.765 -3.114 0.056 0.112 0.046 0.000
C -1.047 -1.116 -4.926 -0.086 0.013 0.088 0.000
O -1.260 -0.023 -2.178 0.669 0.224 0.772 -0.002
H -3.725 0.827 -5.023 -0.006 0.022 -0.004 0.000
H -2.345 1.857 -4.573 0.023 0.002 0.006 0.000
H -3.671 1.580 -3.412 -0.010 -0.003 0.022 0.000
H -3.840 -2.186 -4.050 -0.024 -0.009 0.008 0.000
H -4.303 -1.322 -2.565 -0.001 0.012 0.020 0.000
H -3.008 -2.545 -2.516 0.037 -0.016 -0.004 0.000
H -1.592 -1.053 -5.868 0.019 -0.012 -0.003 0.000
H -0.816 -2.161 -4.724 0.026 -0.003 0.016 0.000
H -0.131 -0.534 -5.001 -0.004 0.037 0.014 0.000
```
Positions in Å, forces in eV/Å.

---

No. 2
# C33H38Cl2F6N4O5PS2Ta

A structure of composition C33H38Cl2F6N4O5PS2Ta at a distorted geometry (wB97M-V/def2-TZVPD, OMol25).

Properties
Orbital gap (eV): 7.4
Total charge: +2
Energy relative to the best compared isomer or geometry (same formula, charge and spin) (eV): 0.000

XYZ file:
```
92
Properties=species:S:1:pos:R:3:forces:R:3:lowdin_charge:R:1
Ta 1.032 -1.018 -0.679 -0.359 0.582 0.027 1.708
F 3.980 -2.376 3.083 0.067 0.059 0.068 0.196
C 4.031 -1.852 1.881 0.083 -0.109 -0.110 -0.691
F 3.152 -0.837 1.803 -0.148 0.145 0.155 0.065
F 5.234 -1.412 1.596 0.035 0.224 0.191 0.183
S 3.600 -3.113 0.608 -0.388 -1.026 -0.455 0.687
O 2.897 -2.381 -0.484 0.021 0.669 0.173 -0.467
O 4.818 -3.746 0.273 -0.268 0.146 0.000 -0.170
N 2.563 -4.093 1.331 0.120 0.405 -0.161 -0.253
S 1.075 -4.013 0.877 -0.008 0.587 0.069 0.694
O 0.177 -4.839 1.589 0.238 0.140 -0.009 -0.181
O 0.653 -2.561 0.760 -0.288 -0.866 0.147 -0.509
C 1.049 -4.562 -0.926 -0.023 0.068 0.118 -0.641
F 0.061 -5.395 -1.110 -0.006 0.005 -0.127 0.205
F 2.192 -5.093 -1.274 0.013 -0.077 -0.018 0.203
F 0.847 -3.450 -1.710 -0.116 0.022 -0.097 0.033
C 1.650 3.772 3.885 0.002 -0.112 -0.220 0.059
N 1.453 3.183 2.552 0.148 -0.024 0.331 -0.023
N 1.046 1.888 2.384 -0.302 0.054 -0.041 0.090
C 1.167 1.606 1.064 -0.421 -0.252 -0.158 -0.365
O 0.717 0.455 0.592 0.842 -0.556 -0.129 -0.239
C 1.696 2.702 0.408 -0.032 0.094 -0.065 0.049
C 1.869 3.674 1.382 0.138 0.231 0.024 -0.211
C 2.452 5.041 1.277 -0.046 -0.078 -0.030 0.022
C 0.250 1.235 3.402 0.191 0.037 -0.234 -0.202
C 0.684 0.038 3.941 -0.039 0.060 0.141 -0.001
C -0.037 -0.520 4.987 -0.020 -0.106 -0.006 -0.044
C -1.171 0.115 5.473 -0.022 -0.022 -0.036 -0.051
C -1.605 1.305 4.901 -0.007 0.014 -0.004 -0.043
C -0.893 1.873 3.857 -0.151 0.012 -0.054 -0.015
H 1.512 2.998 4.633 0.010 0.009 0.006 0.103
H 0.932 4.571 4.052 -0.013 0.008 -0.006 0.112
H 2.665 4.155 3.945 0.016 0.041 0.028 0.107
H 1.911 2.792 -0.642 0.024 -0.013 0.042 0.119
H 2.557 5.318 0.232 -0.002 0.002 -0.003 0.098
H 3.441 5.074 1.738 -0.007 -0.012 0.008 0.105
H 1.821 5.778 1.773 0.006 -0.004 -0.004 0.101
H 1.587 -0.428 3.586 0.128 -0.040 -0.067 0.104
H 0.306 -1.444 5.436 -0.031 0.027 -0.012 0.121
H -1.718 -0.316 6.302 0.015 0.015 -0.027 0.121
H -2.494 1.797 5.274 0.011 -0.009 -0.006 0.120
H -1.220 2.804 3.407 0.025 -0.032 0.016 0.129
C -1.399 -2.005 -3.497 -0.013 -0.019 -0.038 -0.110
C -2.280 -1.916 -2.247 -0.005 0.073 -0.084 -0.660
C -3.742 -1.795 -2.694 -0.002 -0.037 -0.044 -0.065
C -2.196 -3.192 -1.391 -0.020 -0.048 0.010 -0.085
P -1.627 -0.558 -1.136 0.085 -0.259 -0.003 1.133
C -2.656 -0.717 0.354 -0.139 0.108 0.023 -0.350
C -4.000 -0.322 0.300 0.016 0.010 0.022 -0.101
C -4.852 -0.546 1.367 0.036 -0.028 -0.002 -0.044
C -4.382 -1.187 2.506 -0.033 -0.002 0.027 -0.049
C -3.055 -1.577 2.575 0.045 0.065 -0.021 -0.057
C -2.192 -1.329 1.514 0.078 -0.089 0.040 -0.090
C -1.865 1.211 -1.773 0.020 -0.044 0.029 -0.640
C -0.638 1.698 -2.548 -0.006 0.030 -0.052 -0.105
C -3.060 1.344 -2.726 -0.010 0.086 -0.017 -0.069
C -2.064 2.142 -0.564 -0.030 0.050 -0.057 -0.070
H -1.674 -2.899 -4.060 -0.018 0.036 -0.012 0.105
H -0.331 -2.063 -3.291 -0.012 -0.013 0.047 0.024
H -1.550 -1.142 -4.149 -0.011 -0.012 0.035 0.060
H -4.015 -2.757 -3.137 -0.003 0.034 -0.007 0.106
H -3.899 -1.035 -3.454 0.017 0.007 0.013 0.073
H -4.425 -1.629 -1.863 0.004 0.000 0.014 0.075
H -2.177 -4.058 -2.055 -0.021 0.002 0.038 0.105
H -3.062 -3.278 -0.736 -0.012 0.010 -0.021 0.101
H -1.322 -3.238 -0.744 0.003 0.029 -0.012 0.030
H -4.400 0.164 -0.576 0.020 0.011 -0.017 0.089
H -5.887 -0.236 1.301 0.031 -0.004 0.009 0.120
H -5.053 -1.385 3.332 0.021 -0.002 -0.020 0.118
H -2.686 -2.089 3.452 0.042 -0.004 0.061 0.111
H -1.164 -1.654 1.600 -0.072 0.056 -0.012 0.068
H -0.378 1.044 -3.380 -0.030 0.005 0.033 0.036
H 0.235 1.811 -1.908 0.003 -0.003 0.017 0.044
H -0.879 2.681 -2.960 0.018 -0.029 0.002 0.104
H -2.871 0.858 -3.683 0.016 -0.004 0.032 0.084
H -3.189 2.411 -2.924 -0.028 -0.035 -0.024 0.104
H -4.001 0.973 -2.330 0.001 -0.004 0.031 0.068
H -1.315 1.993 0.214 0.041 -0.035 -0.019 0.061
H -3.042 2.035 -0.102 -0.008 -0.020 -0.028 0.080
H -1.973 3.168 -0.929 -0.016 -0.023 0.048 0.101
Cl 1.013 -0.269 -5.319 0.113 0.076 0.134 0.768
C 2.356 0.408 -4.463 -0.067 -0.054 -0.352 -0.584
C 3.347 1.071 -5.173 -0.001 -0.011 -0.028 -0.074
C 4.459 1.571 -4.518 0.054 0.048 -0.020 -0.041
C 4.612 1.408 -3.145 -0.041 -0.012 -0.146 -0.076
C 3.612 0.754 -2.464 0.156 0.016 0.195 -0.530
Cl 3.775 0.466 -0.746 0.171 0.297 -0.163 0.826
C 2.463 0.257 -3.089 -0.488 -0.281 0.637 -0.384
N 1.528 -0.344 -2.242 0.672 -0.281 0.216 -0.203
H 3.242 1.177 -6.244 0.008 0.006 0.023 0.120
H 5.226 2.081 -5.084 -0.003 -0.010 0.003 0.124
H 5.492 1.766 -2.630 -0.018 -0.011 -0.006 0.119
```
Positions in Å, forces in eV/Å.

---

No. 3
# C33H38FeGeIN9SSe

A structure of composition C33H38FeGeIN9SSe (wB97M-V/def2-TZVPD, OMol25).

Properties
Orbital gap (spin up / spin down) (eV): 7.2 / 6.4
Total charge: +1
Energy relative to the best compared isomer or geometry (same formula, charge and spin) (eV): 0.497
Multiplicity: 6
<S²>: 8.7667

XYZ file:
```
85
Properties=species:S:1:pos:R:3:forces:R:3:lowdin_spin:R:1
Fe -0.003 0.491 0.723 0.348 0.057 -0.154 4.140
N 1.591 -2.096 3.859 -0.031 -0.074 -0.011 0.014
C 0.734 -1.498 3.004 0.106 0.337 0.093 0.025
S 0.647 0.261 3.035 0.137 -0.163 0.015 0.192
N 0.005 -2.241 2.229 -0.149 -0.285 -0.126 0.005
N -0.743 -1.470 1.390 -0.291 -0.008 -0.008 0.053
C -1.903 -1.870 1.053 0.094 0.111 -0.011 0.014
C -2.744 -0.901 0.341 0.031 0.078 0.108 0.003
C -4.008 -1.229 -0.115 0.053 0.081 -0.015 0.004
C -4.782 -0.242 -0.709 0.055 0.005 0.019 0.000
C -4.263 1.036 -0.813 -0.038 0.006 0.008 0.003
C -2.990 1.284 -0.322 0.048 0.079 -0.063 0.007
N -2.235 0.348 0.244 0.003 -0.298 -0.145 0.052
H 1.956 -1.560 4.627 0.008 0.012 -0.016 0.002
H 1.492 -3.092 3.987 0.013 0.004 0.009 0.001
H -2.294 -2.833 1.370 -0.002 0.006 0.011 0.002
H -4.374 -2.240 -0.005 0.006 -0.016 0.010 0.000
H -5.772 -0.469 -1.078 -0.012 0.002 -0.004 0.000
H -4.829 1.842 -1.258 -0.005 0.001 -0.005 0.000
H -2.558 2.276 -0.384 0.009 -0.001 0.005 0.000
I -0.822 2.963 1.974 -0.121 0.371 0.185 0.127
C 0.135 4.113 0.521 0.028 -0.018 -0.072 0.002
C 0.049 5.473 0.591 -0.082 -0.133 0.121 0.008
C 0.719 6.257 -0.367 0.048 -0.004 -0.072 -0.002
C 1.448 5.643 -1.340 -0.026 0.093 0.032 0.005
C 1.542 4.233 -1.413 0.027 -0.055 -0.024 0.002
C 2.314 3.638 -2.435 -0.027 -0.080 0.024 0.013
C 2.395 2.279 -2.506 0.037 0.159 -0.051 0.002
C 1.714 1.481 -1.570 -0.129 -0.225 0.165 0.030
C 0.942 1.969 -0.528 0.014 0.114 -0.358 0.110
C 0.869 3.404 -0.467 -0.145 -0.035 0.180 0.021
H -0.523 5.949 1.375 -0.007 0.003 0.005 0.002
H 0.651 7.335 -0.316 0.002 0.009 -0.003 0.000
H 1.975 6.230 -2.083 0.005 0.009 0.000 0.000
H 2.826 4.272 -3.148 0.003 0.017 -0.003 0.001
H 2.975 1.804 -3.289 -0.006 -0.011 0.006 0.000
H 1.806 0.413 -1.709 0.012 0.004 0.042 0.001
C -1.390 -1.785 -5.812 0.050 -0.002 0.037 0.000
Ge 0.161 -2.548 -4.895 0.015 -0.039 -0.074 0.003
C -0.314 -4.254 -4.065 0.004 0.069 0.009 0.000
C 1.675 -2.739 -6.122 -0.045 0.013 0.064 0.001
C 0.735 -1.354 -3.425 -0.042 0.000 -0.020 0.007
Se -0.731 -0.777 -2.269 -0.006 0.015 -0.086 0.042
C -1.157 0.849 -3.243 -0.033 -0.026 -0.010 0.003
H -1.745 -2.479 -6.575 0.005 -0.014 -0.008 0.000
H -1.139 -0.845 -6.305 0.017 0.010 0.003 0.000
H -2.208 -1.609 -5.112 0.008 -0.012 0.018 0.000
H -0.716 -4.950 -4.800 0.005 0.002 -0.028 0.000
H -1.073 -4.103 -3.296 -0.007 0.012 0.000 0.000
H 0.559 -4.717 -3.603 0.017 0.004 -0.003 0.000
H 1.428 -3.411 -6.943 -0.032 -0.013 0.003 0.000
H 2.547 -3.142 -5.606 0.000 0.002 0.027 0.000
H 1.947 -1.772 -6.548 -0.009 0.014 0.005 0.000
H 1.242 -0.456 -3.781 -0.035 0.025 -0.028 0.000
H 1.438 -1.887 -2.784 0.019 -0.006 -0.045 0.001
H -1.667 0.603 -4.170 0.014 0.009 -0.008 0.001
H -0.236 1.394 -3.435 0.018 -0.005 -0.003 0.000
H -1.803 1.460 -2.618 -0.009 -0.026 -0.020 0.000
C 3.596 0.635 1.126 0.028 0.002 0.060 0.001
C 2.994 -0.603 0.567 0.037 0.223 -0.325 0.006
N 1.725 -0.795 0.244 -0.029 -0.251 0.461 0.078
C 1.635 -2.071 -0.268 0.110 -0.041 -0.098 0.006
C 2.863 -2.635 -0.298 -0.085 -0.054 -0.009 0.003
N 3.719 -1.692 0.226 -0.055 -0.046 0.232 0.003
C 5.159 -1.863 0.332 -0.019 0.064 -0.021 0.001
N 5.671 -2.332 -0.916 0.143 0.076 -0.104 0.000
N 6.191 -3.582 -1.027 -0.058 -0.019 0.130 0.000
N 6.493 -3.806 -2.240 0.066 -0.146 -0.096 0.000
C 6.162 -2.699 -2.994 -0.082 0.182 0.088 0.000
C 6.284 -2.456 -4.365 -0.020 0.001 0.024 0.000
C 5.838 -1.239 -4.824 0.008 -0.021 -0.024 0.000
C 5.281 -0.280 -3.953 -0.018 0.027 -0.025 0.000
C 5.156 -0.502 -2.601 -0.017 0.010 0.043 0.000
C 5.619 -1.737 -2.142 0.036 -0.095 -0.081 0.000
H 2.821 1.370 1.318 -0.016 -0.008 -0.012 0.000
H 4.304 1.070 0.417 0.013 0.025 0.012 0.000
H 4.116 0.435 2.064 -0.001 -0.002 -0.007 0.000
H 0.698 -2.491 -0.584 -0.012 -0.056 0.057 0.000
H 3.212 -3.594 -0.640 -0.006 -0.027 0.010 0.000
H 5.415 -2.603 1.089 -0.003 0.000 -0.037 0.000
H 5.599 -0.901 0.594 -0.014 -0.029 0.025 0.000
H 6.711 -3.200 -5.023 0.011 -0.004 -0.014 0.000
H 5.913 -1.003 -5.877 0.003 -0.008 -0.014 0.000
H 4.947 0.663 -4.367 0.008 0.006 -0.002 0.000
H 4.724 0.241 -1.942 0.001 0.007 -0.003 0.000
```
Positions in Å, forces in eV/Å.

---

> Among the records above, which one has the highest total charge?

C33H38AsN6O2PTm